A gas-phase ion, C9H10ClN3OS (charge +2) in a non-equilibrium geometry. Source: OMol25; level of theory: ωB97M-V with the def2-TZVPD basis set.

Cartesian coordinates (Å):
C: -1.74 1.78 0.16
C: -1.22 -0.47 -0.46
C: -3.03 1.39 0.35
C: -2.56 -0.86 -0.25
C: -0.76 0.87 -0.21
C: -3.45 0.05 0.24
C: 2.03 -1.78 -0.79
C: 0.53 1.51 -0.40
C: 2.43 0.10 0.62
N: 1.78 1.09 -0.25
N: 2.85 -1.04 -0.05
N: 0.81 -1.55 -0.51
O: -0.38 -1.42 -1.23
S: 1.26 -0.30 2.07
Cl: -4.98 -0.44 0.68
H: -1.48 2.77 0.38
H: -0.79 -2.21 -1.60
H: -3.64 2.26 0.59
H: -2.58 -1.94 -0.14
H: 2.55 -2.39 -1.42
H: 0.48 2.44 -0.91
H: 3.33 0.51 1.15
H: 2.52 1.74 -0.68
H: 3.78 -1.43 -0.17
H: 2.27 -0.69 2.80

Calculated total energy (eV): -39347.364
Largest force on an atom (eV Å⁻¹): 4.4
2S+1: 1
HOMO (eV): -16.239
Net charge: +2
Gap between HOMO and LUMO (eV): 7.29

***

A single C9H10ClN5 molecule in a non-equilibrium geometry. Source: OMol25; level of theory: ωB97M-V with the def2-TZVPD basis set.

Cartesian coordinates (Å):
C: -1.14 -0.18 0.84
C: -1.17 -2.23 3.58
C: -1.20 -1.22 1.77
C: -0.37 -2.43 1.61
C: 0.49 -1.86 -0.35
C: 1.50 1.88 0.11
C: 1.87 1.98 -1.36
C: 0.43 1.85 -0.89
C: -0.82 0.56 -2.49
N: -1.72 -1.18 3.07
N: -0.34 -2.97 2.83
N: 0.36 -2.78 0.48
N: -0.56 -0.38 -0.31
N: -0.23 0.55 -1.15
Cl: 1.14 -1.98 -1.92
H: -1.44 0.78 1.25
H: -1.29 -2.50 4.70
H: 1.78 0.90 0.51
H: 1.46 2.73 0.90
H: 2.31 2.88 -1.76
H: 2.24 1.05 -1.97
H: -0.41 2.69 -0.92
H: -0.27 1.38 -3.03
H: -0.73 -0.41 -3.10
H: -1.89 0.88 -2.39

Calculated total energy (eV): -29462.797
Energy above the lowest of the compared OMol25 structures with the same formula, charge and spin (kcal per mole): 30.9
Largest force on an atom (eV Å⁻¹): 4.1
2S+1: 1
HOMO (eV): -8.473
Gap between HOMO and LUMO (eV): 8.29
SMILES: CN(C1CC1)n1cc2ncnc-2nc1Cl

***

2 unconnected molecules or ions with the total composition C9H10ClNO in a non-equilibrium geometry. Source: OMol25; level of theory: ωB97M-V with the def2-TZVPD basis set.

Cartesian coordinates (Å):
C: 1.43 1.82 -2.62
C: 1.15 0.45 -2.67
C: 1.33 2.42 -1.31
C: 0.89 -0.31 -1.47
C: 1.07 1.68 -0.16
C: 0.92 0.30 -0.25
C: 0.71 -0.49 0.84
C: -2.40 -0.36 1.67
C: -1.44 -1.37 1.24
N: -0.93 -2.32 2.19
O: 1.35 -1.10 1.64
Cl: -2.00 -2.28 -0.19
H: 1.37 2.45 -3.49
H: 1.21 -0.01 -3.58
H: 1.73 3.38 -1.15
H: 0.95 -1.35 -1.41
H: 1.41 2.13 0.87
H: -3.31 -0.91 2.00
H: -2.66 0.36 0.90
H: -2.07 0.22 2.49
H: -0.26 -1.71 2.73
H: -0.44 -3.00 1.74

Calculated total energy (eV): -25551.720
Energy above the lowest of the compared OMol25 structures with the same formula, charge and spin (kcal per mole): 86.2
Largest force on an atom (eV Å⁻¹): 5.9
2S+1: 1
HOMO (alpha / beta) (eV): -7.375 / -7.375
Gap between HOMO and LUMO (alpha / beta) (eV): 7.49 / 7.49

***

2 unconnected molecules or ions with the total composition C9H10ClNO2 in a non-equilibrium geometry. Source: OMol25; level of theory: ωB97M-V with the def2-TZVPD basis set.

Cartesian coordinates (Å):
C: 0.56 2.91 -1.13
C: -0.51 2.61 -0.34
C: 1.25 1.93 -1.82
C: -1.10 1.30 -0.32
C: 0.72 0.66 -1.83
C: -0.40 0.40 -0.99
C: 0.51 -1.27 1.12
C: -0.41 -2.35 0.54
C: -1.08 -1.91 -0.73
N: -2.42 -1.53 -0.65
O: -2.77 -1.17 0.51
O: -3.17 -1.57 -1.62
Cl: -0.59 -2.63 -2.23
H: 1.14 3.82 -1.06
H: -0.87 3.42 0.26
H: 2.11 2.21 -2.45
H: -2.07 0.90 0.03
H: 1.09 -0.17 -2.45
H: 1.19 -0.72 0.40
H: -0.23 -0.46 1.42
H: 0.91 -1.64 2.12
H: -1.15 -2.57 1.24
H: 0.08 -3.26 0.50

Calculated total energy (eV): -27595.809
Energy above the lowest of the compared OMol25 structures with the same formula, charge and spin (kcal per mole): 176.3
Largest force on an atom (eV Å⁻¹): 3.8
2S+1: 1
HOMO (eV): -9.322
Gap between HOMO and LUMO (eV): 8.02

***

A molecular structure, C9H10EuI2N2O in a non-equilibrium geometry. Source: OMol25; level of theory: ωB97M-V with the def2-TZVPD basis set.

Cartesian coordinates (Å):
C: 1.01 -2.49 -0.72
O: 1.34 -1.27 -1.34
C: 0.37 -0.32 -1.59
C: 0.47 0.94 -0.64
C: 1.06 2.00 -1.45
N: 1.50 2.83 -2.11
C: 1.48 0.69 0.52
C: 1.35 1.71 1.56
N: 1.21 2.53 2.34
C: -0.91 1.37 -0.11
I: -1.76 3.26 -0.75
C: -1.66 0.76 0.76
C: -1.31 -0.49 1.47
I: -3.58 1.72 1.34
H: 1.62 -3.26 -1.15
H: -0.04 -2.75 -0.93
H: 1.17 -2.47 0.36
H: 0.50 0.03 -2.61
H: -0.64 -0.75 -1.54
H: 1.32 -0.27 0.98
H: 2.49 0.71 0.13
H: -1.06 -1.26 0.74
H: -2.17 -0.85 2.05
H: -0.52 -0.39 2.20
Eu: -3.18 -1.45 0.40

Calculated total energy (eV): -50031.052
Largest force on an atom (eV Å⁻¹): 3.8
Expectation value of S²: 15.760
2S+1: 8
HOMO (alpha / beta) (eV): -15.535 / -15.541
Net charge: +2
Gap between HOMO and LUMO (alpha / beta) (eV): 6.34 / 6.54

***

A single C9H10FN molecule in a non-equilibrium geometry. Source: OMol25; level of theory: ωB97M-V with the def2-TZVPD basis set.

Cartesian coordinates (Å):
C: 2.00 -1.58 0.30
C: 2.59 -0.41 0.47
C: 0.66 -1.67 -0.01
C: 1.96 0.77 0.25
C: -0.05 -0.49 -0.28
C: 0.57 0.71 -0.13
C: -1.46 -0.61 -0.85
C: -0.11 2.00 -0.50
C: -2.40 -0.22 0.23
N: -2.16 -0.26 1.44
F: -3.60 0.30 -0.23
H: 2.45 -2.52 0.45
H: 3.62 -0.31 0.81
H: 0.21 -2.68 0.12
H: 2.42 1.73 0.51
H: -1.46 -0.05 -1.70
H: -1.53 -1.66 -1.13
H: 0.48 2.79 -0.38
H: -0.30 1.93 -1.59
H: -2.89 0.11 2.12
H: -0.99 2.12 0.11

Calculated total energy (eV): -13701.970
Energy above the lowest of the compared OMol25 structures with the same formula, charge and spin (kcal per mole): 5.5
Largest force on an atom (eV Å⁻¹): 4.1
2S+1: 1
HOMO (eV): -9.026
Gap between HOMO and LUMO (eV): 10.04
SMILES: [H]/N=C(\F)Cc1ccccc1C

***

A molecular structure, C9H10FN2 in a non-equilibrium geometry. Source: OMol25; level of theory: ωB97M-V with the def2-TZVPD basis set.

Cartesian coordinates (Å):
C: 2.09 0.87 0.26
C: 0.73 1.20 0.48
C: 1.64 -1.53 -0.21
C: 0.35 -1.18 0.06
C: 2.52 -0.43 0.03
C: -1.04 -1.55 0.03
C: -0.07 0.12 0.35
C: -2.98 1.09 -0.74
C: -2.63 0.40 0.62
N: -1.48 -0.38 0.38
N: 3.85 -0.56 -0.26
F: -1.88 -2.79 -0.23
H: 2.83 1.67 0.30
H: 0.36 2.20 0.67
H: 2.21 -2.37 -0.47
H: -4.02 1.06 -0.90
H: -2.64 2.19 -0.66
H: -2.60 0.40 -1.47
H: -3.48 -0.31 0.73
H: -2.45 1.20 1.40
H: 4.47 0.14 0.19
H: 4.21 -1.44 -0.59

Calculated total energy (eV): -15182.076
Energy above the lowest of the compared OMol25 structures with the same formula, charge and spin (kcal per mole): 81.4
Largest force on an atom (eV Å⁻¹): 6.2
2S+1: 1
HOMO (alpha / beta) (eV): -11.935 / -11.936
Net charge: +1
Gap between HOMO and LUMO (alpha / beta) (eV): 6.52 / 6.52

***

A gas-phase ion, C9H10IN2O (charge +1) in a non-equilibrium geometry. Source: OMol25; level of theory: ωB97M-V with the def2-TZVPD basis set.

Cartesian coordinates (Å):
C: 1.64 -0.71 1.97
C: 1.55 0.72 2.02
C: 0.86 -1.39 1.10
C: 0.86 1.41 1.11
C: -0.11 -0.70 0.22
C: 0.16 0.71 -0.01
C: -1.21 -1.49 -0.32
C: -2.56 -1.26 -0.39
C: 0.48 2.44 -1.66
N: 0.29 1.17 -1.20
N: -3.60 -2.08 -0.66
O: -1.09 -2.92 -0.46
I: -3.32 0.68 0.16
H: 2.15 -1.35 2.61
H: 2.12 1.40 2.67
H: 1.00 -2.49 1.28
H: 0.70 2.51 0.94
H: -0.46 3.06 -1.73
H: 1.01 2.96 -0.86
H: 0.97 2.32 -2.64
H: -0.46 -3.01 -1.15
H: -3.32 -3.03 -0.43
H: -4.54 -1.82 -0.48

Calculated total energy (eV): -22612.735
Energy above the lowest of the compared OMol25 structures with the same formula, charge and spin (kcal per mole): 91.2
Largest force on an atom (eV Å⁻¹): 5.4
2S+1: 1
HOMO (alpha / beta) (eV): -12.311 / -12.312
Net charge: +1
Gap between HOMO and LUMO (alpha / beta) (eV): 6.22 / 6.22
SMILES: C/N=C1\C=CC=C\C1=C(/O)C(=[NH2+])I

***

A molecular structure, C9H10MnN3O2S2 in a non-equilibrium geometry. Source: OMol25; level of theory: ωB97M-V with the def2-TZVPD basis set.

Cartesian coordinates (Å):
Mn: -1.88 0.33 -0.61
S: -2.65 -0.62 -2.85
C: -1.02 -1.09 -2.67
N: -0.39 -0.72 -1.58
C: 0.92 -1.15 -1.52
C: 1.83 -0.91 -0.49
C: 3.10 -1.42 -0.61
C: 3.48 -2.16 -1.74
C: 2.59 -2.41 -2.76
C: 1.30 -1.89 -2.65
S: -0.04 -2.02 -3.76
H: 1.51 -0.33 0.37
H: 3.82 -1.25 0.18
H: 4.48 -2.55 -1.80
H: 2.88 -2.98 -3.63
C: 0.20 1.80 3.46
O: -1.17 2.11 3.14
C: -1.63 1.66 2.01
O: -0.98 1.00 1.20
N: -2.92 1.99 1.78
N: -3.50 1.55 0.59
H: 0.38 2.26 4.43
H: 0.87 2.22 2.71
H: 0.35 0.73 3.52
H: -3.45 2.54 2.45
H: -3.81 2.34 0.04
H: -4.30 0.96 0.79

Calculated total energy (eV): -71044.206
Energy above the lowest of the compared OMol25 structures with the same formula, charge and spin (kcal per mole): 14.2
Largest force on an atom (eV Å⁻¹): 1.5
Expectation value of S²: 0.758
2S+1: 2
HOMO (alpha / beta) (eV): -11.120 / -11.129
Net charge: +1
Gap between HOMO and LUMO (alpha / beta) (eV): 6.88 / 7.43

***

A gas-phase ion, C9H10N (charge +1) in a non-equilibrium geometry. Source: OMol25; level of theory: ωB97M-V with the def2-TZVPD basis set.

Cartesian coordinates (Å):
C: -1.17 0.98 -0.98
C: 0.14 1.36 -1.16
C: -0.98 -1.11 0.37
C: 0.63 -2.34 -1.31
C: -0.04 -1.78 -0.51
C: -1.62 0.04 0.04
C: 1.23 0.92 -0.41
C: -2.88 0.44 0.68
C: 3.20 0.20 0.98
N: 2.14 0.51 0.17
H: -1.94 1.39 -1.57
H: 0.42 2.30 -1.78
H: -1.17 -1.62 1.27
H: 1.26 -3.08 -1.82
H: -3.70 -0.03 0.25
H: -3.00 1.44 0.52
H: -2.92 0.17 1.63
H: 4.18 0.24 0.36
H: 3.06 -0.86 1.26
H: 3.18 0.83 2.02

Calculated total energy (eV): -10973.620
Energy above the lowest of the compared OMol25 structures with the same formula, charge and spin (kcal per mole): 105.2
Largest force on an atom (eV Å⁻¹): 4.7
2S+1: 1
HOMO (eV): -12.709
Net charge: +1
Gap between HOMO and LUMO (eV): 7.61
SMILES: C#C/C=C(C)\C=C/C#[N+]C

***

A single C9H10N2O2 molecule in a non-equilibrium geometry. Source: OMol25; level of theory: ωB97M-V with the def2-TZVPD basis set.

Cartesian coordinates (Å):
C: -0.42 0.51 -0.88
C: -1.77 -2.14 0.65
C: -2.52 1.37 -0.32
C: -4.32 0.15 0.18
C: -1.63 0.24 -0.32
C: -2.33 -1.03 0.13
C: 0.53 -0.57 -1.22
C: 1.90 -0.39 -0.44
C: 3.24 0.91 0.80
N: -3.75 1.38 -0.07
N: -3.72 -0.97 0.12
O: 2.74 -1.24 -0.27
O: 1.94 0.74 0.22
H: -0.29 1.47 -1.10
H: -2.44 -2.88 0.91
H: -2.25 2.41 -0.56
H: -5.45 0.32 0.29
H: 0.19 -1.62 -1.04
H: 0.85 -0.73 -2.20
H: 3.60 0.11 1.37
H: 3.20 1.95 1.35
H: 4.11 1.03 0.07
H: -0.77 -2.06 0.75

Calculated total energy (eV): -16566.985
Energy above the lowest of the compared OMol25 structures with the same formula, charge and spin (kcal per mole): 86.1
Largest force on an atom (eV Å⁻¹): 5.1
2S+1: 1
HOMO (eV): -8.516
Gap between HOMO and LUMO (eV): 7.80
SMILES: C=c1ncnc/c1=C/CC(=O)OC

***

A molecular structure, C9H10N2OS in a non-equilibrium geometry. Source: OMol25; level of theory: ωB97M-V with the def2-TZVPD basis set.

Cartesian coordinates (Å):
C: 3.31 -0.45 -0.07
C: 3.34 0.94 -0.03
C: 2.11 -1.11 -0.17
C: 2.18 1.68 -0.12
C: 0.91 -0.40 -0.22
C: 0.96 1.01 -0.20
C: -0.36 -1.14 -0.35
C: -1.66 -0.56 0.25
C: -2.72 -1.65 0.41
N: -3.28 1.45 0.41
N: -0.28 1.62 -0.29
O: -0.40 -2.26 -0.82
S: -2.42 0.86 -0.70
H: 4.23 -1.01 -0.02
H: 4.29 1.45 0.04
H: 2.06 -2.19 -0.21
H: 2.20 2.76 -0.11
H: -1.43 -0.08 1.20
H: -3.64 -1.22 0.80
H: -2.35 -2.41 1.10
H: -2.91 -2.13 -0.55
H: -3.86 2.23 0.12
H: -0.27 2.61 -0.46

Calculated total energy (eV): -25355.452
Energy above the lowest of the compared OMol25 structures with the same formula, charge and spin (kcal per mole): 64.6
Largest force on an atom (eV Å⁻¹): 3.2
2S+1: 1
HOMO (eV): -7.479
Gap between HOMO and LUMO (eV): 6.47